Version w
Below is a 2-piece molecular cluster, C2H9N5 overall, with properties calculated with ωB97M-V/def2-TZVPD.

Bonds (Å) are listed after each position.
Geometry (Å):
1 H 3.6747 0.8491 2.0784  N2 1.017
2 N 2.7939 0.7970 1.5726  H1 1.017, C3 1.271
3 C 2.9992 0.9817 0.3315  N2 1.271, N4 1.365, H5 1.092
4 N 1.9741 1.0410 -0.5677  C3 1.365, H6 1.020, H7 1.005
5 H 3.9892 1.0906 -0.1162  C3 1.092
6 H 1.0893 0.6080 -0.3038  N4 1.020
7 H 2.2017 0.9661 -1.5441  N4 1.005
8 N -0.7091 -0.1156 0.2482  C9 1.275, H12 1.014
9 C -1.7917 -0.6487 -0.1625  N8 1.275, N10 1.395, N11 1.374
10 N -2.5210 -1.6305 0.5094  C9 1.395, H13 1.010, H14 1.010
11 N -2.2894 -0.3221 -1.4005  C9 1.374, H15 1.004, H16 1.005
12 H -0.3775 -0.5185 1.1178  N8 1.014
13 H -2.4835 -1.4921 1.5087  N10 1.010
14 H -3.4737 -1.6838 0.1789  N10 1.010
15 H -3.2780 -0.3375 -1.5753  N11 1.004
16 H -1.7983 0.4154 -1.8754  N11 1.005

Computed properties:
- E_LUMO (eV) = 0.728
- total charge = 0
- SMILES = [H]/N=C/N.N=C(N)N
- gap between HOMO and LUMO (eV) = 9.37
- HOMO (eV) = -8.64

---

Version x
Below is one molecule with the formula C2H9N5, with properties calculated with ωB97M-V/def2-TZVPD.

Bonds (Å) are listed after each position.
Geometry (Å):
1 H 0.3490 2.6674 -0.1193  N2 1.082
2 N 0.7403 1.6961 -0.3924  H1 1.082, C3 1.372
3 C -0.0794 0.6674 -0.0010  N2 1.372, N4 1.485, N6 1.367
4 N -1.5621 0.6243 -0.0740  C3 1.485, N5 1.456, H9 1.067
5 N -2.3343 -0.5375 0.3446  N4 1.456, H10 0.987, H11 1.187
6 N 0.6650 -0.4415 0.2922  C3 1.367, C7 1.331, N8 1.468
7 C 1.9567 -0.1943 0.4978  N6 1.331, H12 1.211, H13 1.228, H14 1.211
8 N 0.6962 -1.5721 -0.6433  N6 1.468, H15 1.126, H16 1.130
9 H -2.0064 1.5189 -0.4504  N4 1.067
10 H -2.2361 -0.6469 1.3208  N5 0.987
11 H -1.7926 -1.2217 -0.4594  N5 1.187
12 H 2.2399 0.8923 0.9515  C7 1.211
13 H 2.4041 0.0329 -0.6228  C7 1.228
14 H 2.3921 -0.8745 1.4005  C7 1.211
15 H -0.0036 -2.3728 -0.2731  N8 1.126
16 H -0.0469 -1.2198 -1.4186  N8 1.130

Computed properties:
- E_LUMO (eV) = 0.549
- total charge = 0
- SMILES = [H]/N=C(\NN)N(C)N
- gap between HOMO and LUMO (eV) = 9.13
- HOMO (eV) = -8.58

---

Name the least stable of them. version x.

---

Version w
Below is one molecule with the formula CH3N5, with properties calculated with ωB97M-V/def2-TZVPD.

Bonds (Å) are listed after each position.
Geometry (Å):
1 H -0.5884 -1.1698 -2.0748  N2 1.069
2 N -1.3469 -1.0648 -1.3291  H1 1.069, C3 1.268
3 C -0.6352 -0.4461 -0.4811  N2 1.268, N4 1.529, N7 1.537
4 N -0.8511 0.2960 0.8388  C3 1.529, N5 1.259
5 N 0.2252 0.8130 1.2387  N4 1.259, N6 1.232
6 N 1.2116 0.6942 0.5108  N5 1.232, N7 1.454, H8 0.955
7 N 0.8981 -0.3511 -0.4500  C3 1.537, N6 1.454, H9 1.145
8 H 1.9536 1.2641 0.7017  N6 0.955
9 H 1.4883 -0.1283 -1.4050  N7 1.145

Computed properties:
- E_LUMO (eV) = 0.514
- total charge = 0
- SMILES = [H]/N=c1/nn[nH][nH]1
- gap between HOMO and LUMO (eV) = 9.80
- HOMO (eV) = -9.28

---

Version x
Below is one molecule with the formula CH3N5, with properties calculated with ωB97M-V/def2-TZVPD.

Bonds (Å) are listed after each position.
Geometry (Å):
1 H -2.2269 -0.6507 -0.7610  N2 1.161
2 N -2.0106 0.3230 -0.1673  H1 1.161, C3 1.316
3 C -0.7482 0.3480 0.2033  N2 1.316, N4 1.555, N7 1.297
4 N 0.1888 1.5411 0.5460  C3 1.555, N5 1.259
5 N 1.3915 1.2025 0.3922  N4 1.259, N6 1.396
6 N 1.4270 -0.1246 -0.0395  N5 1.396, N7 1.348, H8 1.064
7 N 0.1510 -0.5592 -0.0212  C3 1.297, N6 1.348, H9 1.117
8 H 1.9638 -0.7545 0.6288  N6 1.064
9 H -0.1363 -1.3257 -0.7813  N7 1.117

Computed properties:
- E_LUMO (eV) = 0.116
- total charge = 0
- SMILES = [H]/N=c1/nn[nH][nH]1
- gap between HOMO and LUMO (eV) = 9.18
- HOMO (eV) = -9.06

---

Name the least stable of them. version w.